Here is a molecular structure, C11H23ClLuNO6P2 in a non-equilibrium geometry from OMol25. Energies are from ωB97M-V/def2-TZVPD.

Properties
Orbital gap ... 7.624 eV
Total charge ... +2
Highest occupied orbital energy ... -15.66 eV

Structure (XYZ):
```
45
C11H23ClLuNO6P2, DFT ωB97M-V/def2-TZVPD
Lu 0.448 0.979 0.564
P 2.541 -0.715 1.003
C 2.380 -0.620 -0.859
C 1.102 -1.264 -1.363
N -0.065 -0.752 -0.877
C -1.254 -1.180 -1.396
C -1.287 -2.180 -2.364
C -0.087 -2.703 -2.864
C 1.114 -2.228 -2.358
C -2.521 -0.544 -0.869
P -2.234 1.157 -0.135
H 2.084 -2.555 -2.729
H -2.257 -2.542 -2.724
H -0.093 -3.482 -3.632
H -3.300 -0.481 -1.649
H -2.960 -1.171 -0.073
H 2.339 0.535 -1.110
H 3.298 -1.095 -1.278
H 0.478 3.277 -0.977
O 1.614 2.151 -0.741
H 2.311 2.418 -1.369
H -0.897 2.871 -0.123
O -0.310 3.777 -0.668
H 0.130 4.332 0.057
C -2.872 2.144 -1.527
H -3.870 1.791 -1.827
H -2.956 3.207 -1.258
H -2.205 2.041 -2.395
C -3.648 1.189 1.028
H -3.596 2.103 1.636
H -4.618 1.169 0.505
H -3.598 0.330 1.713
C 2.255 -2.432 1.465
H 3.222 -2.944 1.488
H 1.773 -2.502 2.449
H 1.601 -2.922 0.738
C 4.290 -0.415 1.318
H 4.420 -0.037 2.342
H 4.835 -1.358 1.197
H 4.670 0.341 0.620
O -1.796 0.395 4.257
Cl -0.469 0.024 3.875
O 0.534 0.503 4.784
O -0.349 -1.371 3.613
O -0.197 0.759 2.510
```